The following is a quantum chemistry calculation of C46H39Br2F3N5O5S2SbZr as an isolated structure, from the OMol25 dataset.

Calculated values
- Gap between HOMO and LUMO: 5.92 eV
- Net charge: +2

```
104
Properties=species:S:1:pos:R:3:forces:R:3
Zr 1.961 -0.107 0.720 0.3 -0.9 0.3
C 4.178 -2.611 1.052 0.0 0.1 0.0
O 3.525 -1.490 1.705 0.0 -0.1 0.0
C 4.206 -0.977 2.818 -0.1 0.0 0.0
C 5.339 -1.550 3.364 0.0 0.0 0.0
C 5.904 -0.958 4.485 0.0 0.0 0.0
C 5.337 0.176 5.052 0.0 0.0 0.0
C 4.191 0.730 4.508 0.1 0.0 0.0
C 3.631 0.158 3.373 0.0 -0.1 0.0
N 2.427 0.582 2.758 0.0 0.3 -0.1
N 1.776 1.465 3.444 0.0 -0.1 0.0
C 0.508 1.775 3.191 0.0 0.0 0.0
C -0.341 0.918 2.430 0.0 -0.2 -0.1
O 0.179 -0.016 1.677 0.3 0.2 -0.5
C -1.740 1.010 2.551 0.0 0.1 0.0
C -2.279 2.035 3.267 0.0 0.0 0.0
C -1.482 2.999 3.957 0.0 0.0 0.0
C -2.081 4.058 4.660 0.0 0.0 0.0
C -1.304 4.966 5.337 0.0 0.0 0.0
C 0.089 4.833 5.327 0.0 0.0 0.0
C 0.696 3.803 4.641 0.0 0.0 0.0
C -0.080 2.869 3.949 0.0 0.0 0.0
H 4.113 -3.483 1.698 0.0 0.0 0.0
H 3.657 -2.789 0.120 0.0 0.0 0.0
H 5.214 -2.344 0.851 0.0 0.0 0.0
H 5.780 -2.446 2.955 0.0 0.0 0.0
H 6.789 -1.398 4.923 0.0 0.0 0.0
H 5.782 0.620 5.931 0.0 0.0 0.0
H 3.720 1.594 4.955 0.0 0.0 0.0
H -2.347 0.301 2.007 0.0 0.0 0.0
H -3.357 2.140 3.313 0.0 0.0 0.0
H -3.160 4.148 4.659 0.0 0.0 0.0
H -1.765 5.783 5.875 0.0 0.0 0.0
H 0.698 5.550 5.862 0.0 0.0 0.0
H 1.774 3.718 4.635 0.0 0.0 0.0
Br 0.955 -2.534 3.904 0.0 0.0 -0.1
C -0.069 -3.016 2.363 -0.1 0.0 0.0
Br 0.931 -2.961 0.686 0.0 0.2 -0.1
H -0.887 -2.320 2.227 0.0 0.0 0.0
H -0.398 -4.042 2.458 0.0 0.0 0.0
F -8.925 -3.347 -0.698 0.0 0.0 0.0
C -7.656 -2.923 -0.672 0.0 0.0 0.0
C -6.723 -3.656 0.033 0.0 0.0 0.0
C -5.412 -3.200 0.061 0.0 0.0 0.0
C -5.040 -2.035 -0.609 0.0 0.0 0.0
C -6.015 -1.323 -1.308 0.0 0.0 0.0
C -7.329 -1.761 -1.347 0.0 0.0 0.0
Sb -2.991 -1.480 -0.559 0.1 -0.2 0.1
C -3.251 0.641 -0.539 -0.1 0.0 0.1
C -4.361 1.195 0.100 0.0 0.1 0.0
C -4.430 2.557 0.372 0.0 0.0 0.0
C -3.370 3.359 -0.003 0.0 0.0 0.0
F -3.418 4.673 0.265 0.0 0.0 0.0
C -2.255 2.851 -0.642 0.0 0.0 0.0
C -2.202 1.487 -0.895 0.0 0.0 0.0
C -2.489 -1.949 -2.588 0.1 0.1 0.0
C -1.266 -2.590 -2.783 -0.1 0.0 0.0
C -0.923 -3.138 -4.011 0.0 0.0 0.0
C -1.830 -3.034 -5.043 0.0 0.0 0.0
F -1.523 -3.586 -6.230 0.0 0.0 0.0
C -3.041 -2.383 -4.905 0.0 0.0 0.0
C -3.363 -1.839 -3.669 0.0 -0.1 0.0
H -7.026 -4.559 0.546 0.0 0.0 0.0
H -4.677 -3.773 0.615 0.0 0.0 0.0
H -5.763 -0.399 -1.817 0.0 0.0 0.0
H -8.097 -1.219 -1.882 0.0 0.0 0.0
H -5.192 0.568 0.401 0.0 0.0 0.0
H -5.293 2.996 0.855 0.0 0.0 0.0
H -1.454 3.519 -0.932 0.0 0.0 0.0
H -1.312 1.080 -1.359 0.0 0.0 0.0
H -0.581 -2.690 -1.952 0.1 0.0 0.1
H 0.013 -3.658 -4.171 0.0 0.0 0.0
H -3.723 -2.334 -5.744 0.0 0.0 0.0
H -4.329 -1.366 -3.548 0.0 0.0 0.0
N 0.255 -0.974 -7.609 0.0 0.0 0.0
C 0.621 -0.793 -6.324 0.0 0.0 0.0
C 1.814 -1.355 -5.829 0.0 0.0 0.0
C 2.197 -1.134 -4.529 0.1 0.0 0.0
C 1.388 -0.367 -3.692 0.4 -0.3 0.2
C 0.184 0.175 -4.152 0.0 0.2 -0.1
C -0.187 -0.030 -5.454 -0.1 0.0 0.0
S 1.944 0.102 -2.141 -0.6 0.3 -0.3
O 2.446 1.467 -2.141 -0.1 0.0 -0.1
O 0.781 -0.020 -1.190 0.0 0.3 0.5
N 2.983 -0.902 -1.444 -0.1 0.0 0.1
C 4.194 -0.321 -1.094 0.2 0.1 0.1
S 5.736 -0.553 -1.784 -0.1 0.0 0.0
C 6.420 0.414 -0.538 0.1 0.0 0.0
C 5.463 0.848 0.314 -0.1 0.0 0.0
N 4.192 0.436 -0.022 0.1 0.1 0.3
H 0.782 -1.572 -8.219 0.0 0.0 0.0
H -0.618 -0.618 -7.954 0.0 0.0 0.0
H 2.435 -1.953 -6.483 0.0 0.0 0.0
H 3.124 -1.558 -4.162 0.0 0.0 0.0
H -0.450 0.765 -3.504 0.0 0.0 0.0
H -1.115 0.391 -5.817 0.0 0.0 0.0
H 7.479 0.614 -0.500 0.0 0.0 0.0
H 5.625 1.463 1.186 0.0 0.0 0.0
C 2.768 3.148 0.943 -0.1 0.0 0.0
O 1.875 2.099 0.457 0.2 -0.1 -0.2
H 2.931 2.991 2.002 0.0 0.0 0.0
H 2.276 4.102 0.779 0.0 0.0 0.0
H 3.705 3.099 0.395 0.0 0.0 0.0
H 1.929 2.165 -0.525 -0.2 0.0 -0.1
```
Forces are in eV/Å.

The following is a quantum chemistry calculation of C46H39N7O4P2RuS as an isolated structure in a non-equilibrium geometry, from the OMol25 dataset.

Calculated values
- 2S+1: 2
- Gap between HOMO and LUMO (spin up / spin down): 5.99 / 6.32 eV
- <S²>: 0.79
- Net charge: +1

```
100
Properties=species:S:1:pos:R:3:forces:R:3
Ru -0.298 -0.702 -0.093 -0.3 2.0 0.4
N 3.293 -3.266 0.683 -0.4 0.0 -0.4
C 3.704 -2.412 1.663 0.0 0.5 0.3
C 2.812 -1.377 1.669 0.4 0.0 0.4
N 1.872 -1.586 0.714 -1.4 -0.6 -1.0
C 2.178 -2.736 0.127 0.3 0.2 0.5
C 1.398 -3.257 -0.955 -0.4 -0.2 -0.6
N 0.416 -2.542 -1.481 0.3 0.7 1.1
C -0.134 -3.291 -2.464 0.0 -0.4 -0.3
C 0.527 -4.486 -2.539 -0.3 0.3 -0.3
N 1.502 -4.448 -1.591 0.2 0.4 0.3
H 3.742 -4.130 0.429 0.0 0.1 0.0
H 4.575 -2.596 2.255 0.2 0.0 0.1
H 2.790 -0.507 2.294 0.1 0.1 0.2
H -0.956 -2.928 -3.048 -0.2 0.0 -0.1
H 0.388 -5.328 -3.185 0.0 -0.2 -0.1
H 2.101 -5.219 -1.346 -0.1 0.0 0.0
O 1.046 1.307 -0.311 -0.4 -0.9 0.3
C 1.937 1.337 -1.164 0.6 0.2 -0.5
C 1.891 0.831 -2.500 -0.6 -0.5 0.0
C 3.014 0.984 -3.317 0.2 -0.1 -0.3
C 3.011 0.498 -4.604 -0.7 0.1 0.9
C 1.882 -0.162 -5.122 0.2 0.1 0.0
C 0.772 -0.324 -4.352 -0.1 0.1 0.2
C 0.715 0.159 -3.006 0.9 0.3 -0.4
O -0.342 0.001 -2.328 -0.2 -0.4 0.7
N 4.175 0.664 -5.421 0.4 0.1 -0.2
O 4.134 0.237 -6.555 0.1 -0.1 -0.3
O 5.134 1.216 -4.919 0.3 0.1 0.0
H 2.897 1.816 -0.892 -0.1 0.1 0.0
H 3.900 1.479 -2.941 0.0 0.0 0.0
H 1.938 -0.527 -6.135 -0.1 -0.1 -0.1
H -0.108 -0.820 -4.731 -0.1 -0.1 0.0
C -3.300 0.951 0.800 0.2 -0.4 -0.8
N -2.962 1.972 1.733 0.5 -0.5 0.3
C -1.686 1.869 2.406 0.0 0.1 -0.3
P -0.654 0.329 2.259 -0.6 -0.2 -0.3
C 0.705 0.996 3.290 0.2 -0.2 -0.5
C 0.865 0.640 4.625 -0.2 -0.2 -0.1
C 1.908 1.178 5.359 0.0 0.1 0.0
C 2.788 2.074 4.773 0.0 0.0 0.0
C 2.618 2.451 3.450 0.0 0.0 0.0
C 1.582 1.913 2.709 -0.1 0.0 -0.1
C -1.454 -0.879 3.351 0.1 -0.1 -0.3
C -0.784 -2.091 3.521 0.1 0.2 0.1
C -1.323 -3.076 4.322 0.1 0.0 0.0
C -2.552 -2.869 4.932 -0.1 0.0 0.0
C -3.239 -1.682 4.738 -0.1 -0.1 0.1
C -2.694 -0.682 3.949 0.2 0.2 -0.1
C -3.605 3.198 1.781 -0.6 0.9 0.1
C -3.110 4.237 2.592 0.1 -0.4 -0.1
C -3.759 5.452 2.673 -0.3 0.2 -0.2
C -4.924 5.687 1.960 0.1 0.0 0.0
C -5.423 4.676 1.153 0.0 0.2 0.2
C -4.787 3.455 1.066 0.2 -0.2 0.1
P -2.200 1.014 -0.768 -1.2 -1.7 1.1
C -3.139 0.170 -2.063 0.2 -0.1 -0.2
C -3.912 -0.952 -1.774 0.0 0.3 0.1
C -4.379 -1.756 -2.799 0.0 -0.1 -0.1
C -4.087 -1.444 -4.118 0.0 0.0 0.1
C -3.351 -0.305 -4.414 0.0 0.0 -0.1
C -2.867 0.495 -3.396 -0.1 0.0 0.2
C -2.353 2.787 -1.152 1.1 -0.1 0.0
C -3.421 3.304 -1.879 0.0 -0.3 0.0
C -3.538 4.672 -2.042 0.0 0.0 0.0
C -2.613 5.528 -1.464 0.0 0.0 0.0
C -1.554 5.016 -0.733 0.0 0.1 0.0
C -1.412 3.648 -0.594 0.0 -0.2 -0.1
H -4.351 1.001 0.517 0.1 -0.1 0.0
H -3.110 -0.028 1.260 -0.2 0.1 -0.1
H -1.825 2.018 3.487 0.2 0.0 -0.1
H -1.006 2.653 2.037 0.0 -0.1 0.2
H 0.179 -0.054 5.089 0.0 0.0 0.0
H 2.028 0.894 6.393 0.0 0.0 0.1
H 3.609 2.476 5.345 0.1 0.1 0.1
H 3.294 3.160 2.996 0.0 0.0 0.0
H 1.463 2.183 1.670 0.0 0.0 -0.1
H 0.166 -2.242 3.019 0.0 -0.1 0.0
H -0.792 -4.004 4.470 0.0 -0.1 0.0
H -2.979 -3.643 5.549 -0.1 -0.1 0.1
H -4.203 -1.531 5.202 0.0 0.0 0.0
H -3.235 0.243 3.812 -0.1 0.1 0.0
H -2.210 4.116 3.171 0.1 -0.1 0.0
H -3.345 6.227 3.299 0.0 0.1 0.1
H -5.430 6.636 2.034 0.0 0.1 0.0
H -6.325 4.843 0.584 -0.1 0.0 -0.1
H -5.224 2.704 0.428 0.0 -0.1 -0.1
H -4.155 -1.200 -0.749 0.0 -0.1 0.0
H -4.945 -2.644 -2.565 -0.1 0.0 0.0
H -4.427 -2.086 -4.917 -0.1 0.0 -0.1
H -3.138 -0.057 -5.444 0.0 0.0 0.0
H -2.252 1.357 -3.619 0.0 0.0 -0.1
H -4.155 2.641 -2.314 0.0 0.0 0.0
H -4.360 5.071 -2.616 -0.1 0.0 0.0
H -2.715 6.593 -1.590 0.0 0.1 0.0
H -0.839 5.684 -0.276 0.1 0.0 0.0
H -0.560 3.231 -0.073 0.1 0.0 0.1
S -2.079 -2.477 0.552 0.5 2.1 -0.5
C -1.251 -3.888 0.433 0.4 -0.8 0.1
N -0.710 -4.906 0.361 0.2 -0.3 0.1
```
Forces are in eV/Å.

The following is a quantum chemistry calculation of C46H40IrN9O5S2 as an isolated structure, from the OMol25 dataset.

Calculated values
- 2S+1: 2
- Gap between HOMO and LUMO (spin up / spin down): 7.30 / 4.37 eV
- <S²>: 0.79
- Net charge: +3

```
103
Properties=species:S:1:pos:R:3:forces:R:3
Ir -0.029 -0.382 -0.247 -0.2 0.0 -0.2
C -1.678 -1.694 4.802 0.0 0.0 0.0
N -0.985 -0.973 3.739 0.0 0.0 0.1
C -1.329 -0.907 2.461 0.1 0.0 -0.1
N -0.318 -0.372 1.771 0.1 -0.3 0.4
C 0.598 -0.065 2.738 0.0 0.1 -0.1
N 0.243 -0.449 3.933 -0.1 0.1 0.0
C -1.463 -3.192 4.682 0.0 0.0 -0.1
C -2.412 -4.080 5.212 0.0 0.0 0.0
C -2.261 -5.460 5.109 0.0 0.0 0.0
C -1.169 -5.988 4.454 0.1 0.0 0.0
C -0.212 -5.107 3.912 0.0 0.1 0.0
C -0.359 -3.709 4.046 0.0 -0.1 0.0
C 0.896 -5.625 3.208 0.1 -0.1 -0.1
N 1.178 -6.908 2.910 0.0 0.1 0.0
N 2.297 -6.919 2.222 0.0 0.1 0.1
C 2.708 -5.644 2.100 0.0 -0.1 0.1
O 1.842 -4.807 2.705 0.0 0.0 0.0
C 3.850 -5.135 1.441 0.2 0.0 0.2
C 4.760 -5.998 0.800 0.0 0.1 0.1
C 5.848 -5.452 0.152 0.0 0.0 0.0
C 6.028 -4.067 0.122 0.0 0.1 0.0
C 5.128 -3.204 0.755 0.1 0.0 0.0
C 5.307 -1.700 0.742 0.0 0.0 0.0
N 4.134 -1.033 0.171 0.1 -0.1 0.0
C 2.946 -0.837 0.723 -0.2 0.1 0.0
N 2.096 -0.361 -0.184 0.3 -0.1 -0.1
C 2.880 -0.274 -1.311 -0.1 0.0 0.0
N 4.105 -0.684 -1.130 0.0 0.0 0.0
C 4.054 -3.746 1.422 0.0 -0.1 0.2
H -2.739 -1.454 4.749 0.0 0.0 0.0
H -1.289 -1.309 5.744 0.0 0.0 0.0
H -2.300 -1.207 2.101 0.1 -0.1 0.0
H 1.480 0.520 2.557 0.1 0.0 -0.1
H -3.287 -3.684 5.716 0.0 0.0 0.0
H -3.010 -6.114 5.534 0.0 0.0 0.0
H -1.033 -7.057 4.355 0.0 0.0 0.0
H 0.404 -3.057 3.641 0.0 0.0 0.0
H 4.598 -7.068 0.829 0.0 0.0 0.0
H 6.568 -6.095 -0.334 0.0 0.0 0.0
H 6.886 -3.657 -0.397 0.0 0.0 0.0
H 6.157 -1.393 0.139 0.0 0.0 0.0
H 5.447 -1.327 1.757 0.0 0.1 0.0
H 2.745 -1.036 1.758 -0.1 0.0 0.1
H 2.513 0.061 -2.263 0.0 0.0 0.0
H 3.357 -3.114 1.956 0.0 0.0 0.0
O 0.209 -0.331 -2.304 0.3 0.0 -0.3
S -0.058 -0.142 -3.800 -0.1 0.0 0.0
C -1.528 0.876 -4.023 0.0 0.1 0.2
C -1.350 2.260 -3.389 0.0 -0.1 0.1
C -2.068 2.298 -2.041 0.1 0.1 0.0
C -1.720 3.463 -1.127 0.0 -0.1 0.0
S -0.195 3.188 -0.165 -0.2 -0.1 0.0
O -0.050 1.681 0.061 0.4 0.5 0.1
C 1.023 3.734 -1.341 0.0 0.0 0.0
C 1.932 2.843 -1.873 0.0 0.0 -0.1
C 2.902 3.304 -2.751 0.0 0.0 0.0
C 2.955 4.653 -3.075 0.0 0.0 0.0
C 2.045 5.543 -2.517 0.0 0.0 0.0
C 1.077 5.091 -1.634 0.0 0.0 0.0
C -0.687 -1.674 -4.417 0.0 0.0 0.0
C -0.247 -2.075 -5.670 0.1 0.0 0.0
C -0.751 -3.252 -6.208 0.0 0.0 0.0
C -1.658 -4.013 -5.487 0.0 0.0 0.0
C -2.087 -3.599 -4.228 0.0 0.0 0.0
C -1.606 -2.419 -3.688 -0.1 0.0 0.0
H -2.377 0.327 -3.609 0.0 0.0 0.0
H -1.638 0.912 -5.109 0.0 0.0 0.0
H -1.736 3.031 -4.055 0.0 0.0 0.0
H -0.285 2.468 -3.267 0.0 0.1 0.0
H -1.860 1.381 -1.503 -0.1 0.0 0.0
H -3.148 2.302 -2.201 0.0 0.1 0.0
H -2.495 3.620 -0.378 0.0 0.0 0.0
H -1.549 4.405 -1.651 -0.1 0.0 0.0
H 1.854 1.807 -1.596 0.0 0.0 0.0
H 3.621 2.617 -3.180 0.0 0.0 0.0
H 3.719 5.017 -3.749 0.0 0.0 0.0
H 2.096 6.595 -2.761 0.0 0.0 0.0
H 0.388 5.793 -1.178 0.0 0.0 0.0
H 0.477 -1.485 -6.219 0.0 0.0 0.0
H -0.431 -3.572 -7.190 0.0 0.0 0.0
H -2.040 -4.932 -5.909 0.0 0.0 0.0
H -2.815 -4.186 -3.683 0.0 0.0 0.0
H -1.955 -2.054 -2.730 0.0 0.0 0.0
O -3.740 -1.645 0.239 0.1 -0.1 -0.1
C -2.580 -1.516 -0.063 -0.1 0.1 0.0
O -2.007 -0.409 -0.446 -0.3 0.1 0.2
C -1.626 -2.689 -0.020 0.0 -0.2 -0.1
C -2.137 -3.971 0.214 0.0 0.1 0.0
C -1.295 -5.036 0.113 0.0 -0.1 0.0
C 0.036 -4.824 -0.299 0.0 0.0 0.0
C 0.905 -5.916 -0.546 0.0 0.0 -0.1
C 2.157 -5.710 -1.048 -0.1 0.0 -0.2
C 2.589 -4.396 -1.318 -0.1 0.0 -0.1
C 1.784 -3.322 -1.056 0.0 0.0 0.0
C 0.491 -3.499 -0.529 -0.1 0.0 0.1
N -0.353 -2.426 -0.300 0.0 -0.2 -0.1
H -3.189 -4.060 0.450 0.0 0.0 0.0
H -1.644 -6.047 0.295 0.0 0.0 0.0
H 0.539 -6.920 -0.366 0.0 0.0 0.0
H 2.801 -6.550 -1.273 0.0 0.0 0.0
H 3.563 -4.232 -1.762 0.0 0.0 0.0
H 2.102 -2.335 -1.321 0.0 0.0 -0.1
```
Forces are in eV/Å.

The following is a quantum chemistry calculation of C46H40MoN4O8P2S3 as an isolated structure, from the OMol25 dataset.

Calculated values
- 2S+1: 3
- Gap between HOMO and LUMO (spin up / spin down): 6.46 / 6.41 eV
- <S²>: 2.28
- Net charge: 0

```
104
Properties=species:S:1:pos:R:3:forces:R:3
Mo 0.634 0.570 0.180 -0.5 -0.5 0.3
S 1.255 2.824 0.673 0.2 -0.1 0.2
C 2.298 3.063 -0.688 0.0 0.3 0.1
N 2.724 4.293 -0.941 -0.1 -0.3 0.0
N 3.235 4.523 -2.139 0.2 0.1 0.0
C 2.846 3.924 -3.369 0.0 0.1 -0.1
C 1.542 3.477 -3.568 -0.1 0.3 -0.1
C 1.185 2.932 -4.788 -0.1 0.2 -0.1
C 2.115 2.847 -5.820 0.0 0.1 0.0
C 3.404 3.313 -5.621 0.0 0.0 0.0
C 3.777 3.847 -4.393 0.0 0.0 0.1
N 2.724 2.054 -1.481 0.1 -0.4 0.2
N 2.310 0.881 -1.239 0.1 0.2 -0.1
C 2.811 -0.038 -2.239 -0.1 -0.1 -0.1
C 2.884 0.432 -3.552 0.0 0.0 0.0
C 3.342 -0.394 -4.562 0.0 -0.1 0.0
C 3.742 -1.693 -4.278 0.0 0.0 0.0
C 3.663 -2.157 -2.975 0.0 0.0 0.0
C 3.187 -1.345 -1.955 0.1 0.0 0.0
H 3.695 5.417 -2.196 -0.1 0.0 0.0
H 0.816 3.536 -2.768 0.0 0.0 -0.1
H 0.177 2.565 -4.924 0.0 0.0 0.0
H 1.831 2.417 -6.771 0.0 0.0 0.0
H 4.136 3.250 -6.417 0.0 0.0 0.0
H 4.793 4.181 -4.223 0.0 0.0 0.0
H 2.560 1.437 -3.781 0.2 -0.4 0.1
H 3.380 -0.017 -5.576 0.0 0.0 0.0
H 4.108 -2.337 -5.067 0.0 0.0 0.0
H 3.978 -3.165 -2.735 0.0 0.0 0.0
H 3.140 -1.733 -0.957 0.0 0.0 0.1
O 1.469 1.396 4.007 0.0 0.0 0.0
S 0.682 0.244 3.685 0.0 -0.1 0.0
O -0.497 0.002 4.480 0.0 0.0 0.0
O 0.269 0.216 2.232 -0.1 0.1 -0.2
C 1.714 -1.199 3.920 0.0 0.0 0.0
C 1.473 -1.905 5.089 0.0 0.0 0.0
C 2.237 -3.017 5.416 0.0 0.0 0.0
C 3.246 -3.435 4.567 0.0 0.0 0.0
C 3.493 -2.735 3.395 0.0 0.0 0.0
C 2.742 -1.616 3.072 0.0 0.0 0.0
S 3.170 -0.789 1.555 -0.1 0.0 0.1
O 4.250 -1.532 0.973 0.0 -0.1 0.0
O 3.364 0.605 1.818 0.1 0.0 0.0
O 1.896 -0.997 0.722 0.2 0.3 -0.3
H 0.673 -1.576 5.737 0.0 0.0 0.0
H 2.037 -3.551 6.335 0.0 0.0 0.0
H 3.844 -4.303 4.810 0.0 0.0 0.0
H 4.277 -3.042 2.717 0.0 0.0 0.0
O -1.662 1.893 -3.102 0.0 0.0 0.0
C -1.259 1.821 -1.961 0.0 0.0 0.0
O -0.191 1.148 -1.615 0.0 0.0 -0.1
C -1.955 2.547 -0.820 0.0 0.0 0.0
P -1.645 1.677 0.744 0.2 0.0 -0.1
C -1.868 2.964 2.013 0.0 0.0 0.0
C -3.086 3.649 1.977 0.0 0.0 0.0
C -3.363 4.633 2.908 0.0 0.0 0.0
C -2.432 4.931 3.897 0.0 0.0 0.0
C -1.231 4.245 3.944 0.0 0.0 0.0
C -0.944 3.264 3.002 0.0 0.0 0.0
C -3.063 0.610 1.118 0.0 0.0 0.0
C -4.184 0.524 0.299 0.0 0.0 0.0
C -5.290 -0.206 0.712 0.0 0.0 0.0
C -5.278 -0.857 1.936 0.0 0.0 0.0
C -4.157 -0.779 2.751 0.0 0.0 0.0
C -3.054 -0.041 2.352 0.0 0.0 0.0
H -2.996 2.745 -1.059 0.0 0.0 0.0
H -1.447 3.509 -0.700 0.0 0.0 0.0
H -3.831 3.404 1.228 0.0 0.0 0.0
H -4.307 5.161 2.869 0.0 0.0 0.0
H -2.650 5.696 4.632 0.0 0.0 0.0
H -0.504 4.461 4.715 0.0 0.0 0.0
H 0.002 2.751 3.068 0.0 0.0 0.0
H -4.208 1.019 -0.663 0.0 0.0 0.0
H -6.160 -0.266 0.071 0.0 0.0 0.0
H -6.143 -1.423 2.255 0.0 0.0 0.0
H -4.145 -1.277 3.712 0.0 0.0 0.0
H -2.201 0.046 3.017 0.0 0.0 0.0
C 0.093 -2.237 -2.362 0.0 0.0 0.0
P -0.550 -1.736 -0.717 0.1 0.1 0.2
C -0.142 -3.038 0.479 0.0 0.0 0.0
C -0.645 -2.875 1.771 0.0 0.0 0.0
C -0.305 -3.765 2.776 0.0 0.0 0.0
C 0.565 -4.813 2.509 0.0 0.0 0.0
C 1.086 -4.969 1.234 0.0 0.0 0.0
C 0.733 -4.086 0.221 0.0 0.0 0.0
C -2.341 -1.934 -1.046 0.0 0.0 0.0
C -3.145 -2.860 -0.393 0.0 0.0 0.0
C -4.456 -3.060 -0.808 0.0 0.0 0.0
C -4.974 -2.341 -1.873 0.0 0.0 0.0
C -4.182 -1.398 -2.515 0.0 0.0 0.0
C -2.875 -1.193 -2.104 0.0 0.0 0.0
H 0.487 -3.251 -2.338 0.0 0.0 0.0
H 0.869 -1.561 -2.707 0.0 0.0 0.0
H -0.733 -2.210 -3.068 0.0 0.0 0.0
H -1.293 -2.036 1.999 0.0 0.0 0.0
H -0.701 -3.622 3.773 0.0 0.0 0.0
H 0.847 -5.498 3.298 0.0 0.0 0.0
H 1.776 -5.775 1.023 0.0 0.0 0.0
H 1.167 -4.220 -0.760 0.0 0.0 0.0
H -2.751 -3.447 0.426 0.0 0.0 0.0
H -5.069 -3.794 -0.299 0.0 0.0 0.0
H -5.991 -2.512 -2.201 0.0 0.0 0.0
H -4.575 -0.823 -3.345 0.0 0.0 0.0
H -2.269 -0.467 -2.633 0.0 0.0 0.0
```
Forces are in eV/Å.